Formula: C13H18FN2O4PS
Source: OMol25
Level of theory: ωB97M-V/def2-TZVPD

Last column: natural (NBO) charge in e.
Geometry (Å):
C -1.5144 -3.1488 -4.0446  -0.26
O -1.7807 -3.1171 -2.6146  -0.57
C -1.0415 -4.1448 -1.9164  -0.06
C -1.2445 -4.0238 -0.3027  -0.43
C -0.5249 -2.6456 0.1294  -0.40
C -1.3699 -1.8017 1.2519  -0.44
C -0.8552 -0.2694 1.0830  0.03
C 0.4498 0.0834 1.8434  -0.21
C 1.0584 1.5392 1.7050  -0.39
P 2.6762 1.8270 2.6729  2.20
O 3.4432 0.4808 2.5809  -1.05
O 2.3073 2.1074 4.3193  -0.92
O 3.6847 3.0095 1.9673  -0.92
C 0.3655 2.6041 0.8193  0.02
C 0.9673 4.0714 0.6153  -0.48
C 1.8295 4.0712 -0.7727  0.05
F 1.3800 3.0587 -1.7018  -0.37
C -0.9712 2.1570 0.0824  0.12
N -1.8022 2.9545 -0.8219  -0.57
S -3.1089 1.9649 -1.3640  0.84
N -2.8596 0.4503 -0.5858  -0.55
C -1.6535 0.7202 0.1643  0.10
H -2.4959 -2.9235 -4.6176  0.19
H -0.7375 -2.3603 -4.3739  0.19
H -1.1995 -4.2195 -4.3196  0.18
H 0.0865 -3.9325 -2.0961  0.17
H -1.3297 -5.2023 -2.2458  0.18
H -0.6531 -4.8700 0.2246  0.22
H -2.3528 -4.0163 -0.0125  0.22
H 0.5648 -2.7961 0.4824  0.21
H -0.4460 -1.9237 -0.7762  0.22
H -1.0049 -2.2264 2.2664  0.22
H -2.4990 -1.8890 1.1115  0.24
H 0.9735 -0.7011 2.4992  0.27
H 1.9637 3.0370 4.3748  0.48
H 3.4044 3.8637 2.3731  0.48
H 0.0696 4.7750 0.4080  0.25
H 1.5893 4.4564 1.4901  0.21
H 2.9498 3.8967 -0.5866  0.19
H 1.6814 5.0832 -1.3116  0.18

## Properties
Structure (SMILES) = COCCCCc1cc(P(=O)(O)O)c(CCF)c2nsnc12
Total charge = 0
Max |F| = 0.1156 hartree/bohr
LUMO level = -1.397 eV
Kohn-Sham gap = 7.13 eV